{
  "formula": "C11H24B2NO6S",
  "method": "ωB97M-V/def2-TZVPD",
  "species": ["C", "B", "O", "C", "O", "B", "C", "C", "C", "C", "C", "O", "C", "S", "O", "N", "O", "H", "H", "H", "H", "H", "H", "H", "H", "H", "H", "H", "H", "H", "H", "H", "H", "H", "H", "C", "C", "O", "C", "H", "H", "H", "H", "H", "H"],
  "xyz": [[0.507, 3.113, 1.441], [0.935, 1.620, 1.214], [2.249, 1.415, 0.784], [0.066, 0.301, 1.362], [-0.739, 0.216, 0.204], [-1.721, -0.897, 0.513], [-1.555, -2.254, -0.372], [-0.346, -3.157, -0.075], [1.014, -2.527, -0.440], [1.622, -3.205, -1.678], [2.045, -2.661, 0.710], [-1.591, -1.070, 2.013], [-0.984, 0.082, 2.461], [-2.358, 1.284, 2.652], [-0.373, -0.137, 3.760], [-1.018, -1.112, 4.539], [-0.941, -0.828, 5.673], [0.182, 3.299, 2.464], [-0.290, 3.376, 0.742], [1.370, 3.742, 1.218], [2.267, 0.873, -0.005], [0.713, -0.573, 1.515], [-2.870, -0.481, 0.281], [-1.473, -1.924, -1.414], [-2.468, -2.844, -0.274], [-0.445, -4.070, -0.678], [-0.351, -3.500, 0.960], [0.890, -1.475, -0.696], [1.114, -2.924, -2.599], [1.633, -4.288, -1.544], [2.670, -2.900, -1.760], [1.562, -2.860, 1.664], [2.602, -1.729, 0.820], [2.756, -3.460, 0.498], [-1.722, 2.458, 2.637], [-0.225, 1.644, -2.731], [-0.741, 2.995, -2.293], [-1.217, 3.141, -1.197], [-0.635, 4.135, -3.284], [-0.379, 0.931, -1.920], [-0.767, 1.302, -3.616], [0.839, 1.708, -2.973], [-1.195, 3.898, -4.190], [0.410, 4.304, -3.550], [-1.043, 5.040, -2.839]],
  "forces_ev_per_a": [[0.43, -0.18, 0.11], [0.14, -0.18, 0.16], [-0.19, 0.84, -0.46], [-0.36, 1.19, 0.36], [0.57, -0.69, 0.09], [-1.36, 0.11, -0.56], [0.77, 0.12, 0.66], [-0.22, -0.09, -0.65], [0.44, -0.69, 0.18], [0.31, 0.40, 0.29], [-0.21, 0.40, -0.25], [0.26, 0.22, 0.06], [-0.30, -1.47, -0.05], [-0.24, 0.20, 0.01], [0.12, 0.28, -0.06], [-0.26, 0.41, -0.32], [0.32, -0.18, 0.13], [-0.11, 0.12, 0.03], [-0.09, -0.12, 0.22], [0.00, 0.16, 0.10], [0.16, -0.74, 0.16], [0.12, -0.04, -0.14], [0.19, 0.09, -0.10], [-0.19, -0.03, -0.13], [-0.11, -0.01, -0.08], [0.02, -0.11, 0.07], [-0.05, 0.22, 0.15], [-0.23, 0.11, 0.22], [-0.15, -0.19, -0.06], [-0.15, -0.09, -0.13], [0.02, 0.07, -0.22], [-0.02, 0.00, 0.08], [0.21, -0.07, 0.05], [0.03, -0.10, 0.11], [0.24, -0.05, 0.08], [-0.07, -0.08, 0.17], [0.09, -0.39, -0.09], [-0.18, 0.44, -0.06], [-0.09, 0.11, 0.17], [0.01, 0.04, 0.04], [0.09, 0.05, -0.10], [-0.02, 0.02, -0.13], [0.09, -0.04, -0.05], [-0.01, -0.06, -0.09], [0.00, 0.01, 0.01]],
  "mulliken_charge": [-1.20, 0.77, -0.72, -0.33, -0.69, 1.06, -0.87, -0.98, 2.26, -1.92, -1.78, -0.98, 1.36, -0.29, -0.23, 0.23, -0.41, 0.36, 0.46, 0.21, 0.30, -0.32, -0.40, 0.23, 0.27, 0.46, 0.31, -0.52, 0.35, 0.45, 0.48, 0.36, 0.23, 0.50, 0.04, -0.55, 0.88, -0.55, -1.37, -0.15, 0.43, 0.30, 0.35, 0.32, 0.33],
  "e_lumo_ev": 2.715,
  "total_charge": -1,
  "largest_force_ev_per_a": 1.50,
  "gap_ev": 7.2
}